Molecular formula: C25H42Cl21N2OS2
Method: DFT, ωB97M-V/def2-TZVPD

The geometry in XYZ format:
```
93
Properties=species:S:1:pos:R:3:forces:R:3:lowdin_charge:R:1
Cl 1.57161 -5.69427 -2.18365 -0.003 0.019 0.073 0.5254
Cl 4.67631 -6.92090 2.81479 -0.040 -0.012 0.042 0.5297
Cl 1.30902 8.29855 -4.71250 -0.014 0.012 0.000 0.5270
Cl 6.41104 1.97012 -2.50206 0.007 -0.009 0.007 0.5366
Cl -4.53469 5.15102 -0.57586 -0.070 0.038 -0.028 0.5467
Cl 2.65991 11.80788 -1.81843 -0.005 -0.006 -0.003 0.5250
Cl 3.67506 -4.83096 1.07547 -0.075 -0.047 0.193 0.4992
Cl 1.74069 6.94408 -2.18526 -0.040 -0.030 -0.059 0.5292
Cl 5.42730 0.35855 -0.29399 0.023 -0.080 0.025 0.5328
Cl -3.09847 -2.63389 -3.18359 0.014 0.025 -0.013 0.5425
Cl -5.22047 2.96559 -2.36501 -0.038 0.027 -0.028 0.5457
Cl -0.58014 -1.81325 -4.37889 0.032 0.013 -0.031 0.5552
Cl 0.42234 11.07783 -0.11322 0.000 -0.009 -0.007 0.5240
Cl 6.37614 3.05902 0.19091 0.004 -0.005 0.000 0.5302
Cl -1.21733 -4.62853 -4.13767 -0.006 -0.008 0.001 0.5428
Cl 1.80351 -6.55620 2.46376 0.001 -0.061 -0.030 0.5381
Cl 3.18552 -4.82715 -4.42971 0.004 0.046 0.004 0.5399
Cl 3.46713 -3.52212 -1.84248 0.014 0.129 -0.181 0.5058
Cl 2.80520 9.41687 -0.17654 0.069 0.088 0.134 0.5024
Cl -7.21953 4.04326 -0.55522 -0.005 0.011 -0.013 0.5278
Cl 2.21541 5.53385 -4.67652 0.046 0.004 -0.042 0.5465
S -0.27933 -3.54729 2.60017 -0.049 0.226 0.246 0.9120
S -1.85725 -6.03194 2.09645 -0.323 0.062 0.007 0.7199
O 0.18062 3.61508 -2.43364 0.033 -0.017 -0.454 -0.0250
N -2.07474 -4.44143 4.28330 0.145 -0.827 -0.117 -0.2261
N 0.29950 2.45296 -1.92270 -0.349 0.301 1.063 -0.1304
C 1.29410 3.38635 0.18101 -0.175 -0.055 0.004 -0.0019
C -3.35488 -5.11776 4.51463 -0.349 -0.057 -0.049 -0.2804
C 3.37206 -5.76080 2.54790 0.003 -0.027 -0.031 -1.5376
C 1.41078 2.33246 -0.95185 0.897 0.199 -0.119 -0.4437
C 0.27172 0.16468 0.00726 0.025 -0.351 -0.199 -0.4382
C -0.55824 -2.29568 0.16643 0.032 -0.040 0.491 -0.2502
C -1.07789 -4.74014 5.34242 0.252 0.711 0.146 -0.2428
C 1.74969 10.47544 -1.10741 -0.016 -0.046 -0.060 -1.5719
C -0.78846 0.36099 -1.08840 0.328 0.091 0.048 -0.0911
C -0.22523 0.55588 1.41999 0.349 -0.002 -0.131 -0.0043
C 1.55417 0.90585 -0.41393 -0.381 0.126 0.332 -0.0904
C -0.98488 1.78210 -1.63929 -0.907 -0.449 -0.449 -0.4425
C -1.89307 2.62995 -0.72422 0.006 0.113 0.116 -0.0375
C -1.87510 -3.01592 -4.39537 0.018 -0.013 0.063 -1.5275
C 0.63605 -1.34016 0.02811 -0.534 0.032 -0.102 -0.1682
C -1.71201 1.62606 -2.99799 0.514 0.155 0.151 -0.0364
C 2.35449 -4.32064 -2.96020 -0.015 -0.034 0.006 -1.5542
C 2.70920 2.63472 -1.72483 -0.296 -0.073 -0.005 -0.0452
C -1.51053 -4.73606 3.02800 0.222 0.186 -0.102 -1.0778
C -4.44278 -4.66852 3.52423 -0.061 -0.040 0.392 -0.0952
C -1.53503 -4.33248 6.74698 -0.101 -0.403 0.023 -0.0747
C 1.23761 6.74695 -3.86502 -0.035 -0.119 0.086 -1.5408
C -0.15370 -3.64061 0.80801 0.044 0.296 -0.668 -0.4850
C 6.57751 1.60382 -0.78583 -0.041 0.039 -0.027 -1.5473
C -5.81106 4.41504 -1.54830 0.031 -0.040 0.080 -1.5400
H -2.20801 2.55066 -3.28234 -0.044 -0.024 -0.040 0.0626
H -1.11681 1.17825 1.40557 0.026 0.061 0.063 0.0756
H 2.24420 3.90870 0.28838 0.042 -0.040 0.055 0.0836
H -1.76577 0.03766 -0.72581 -0.017 -0.095 -0.023 0.1269
H -0.96257 1.40461 -3.75990 -0.127 -0.172 -0.062 0.0800
H 2.73418 2.04724 -2.64444 0.092 0.032 -0.012 0.0935
H -2.48573 3.31507 -1.32405 0.182 0.168 0.028 0.0151
H -2.46603 -3.77171 6.72046 0.084 0.179 -0.020 0.0679
H -6.11151 5.12874 -2.30343 0.009 -0.004 -0.011 0.0111
H -4.85086 -5.51989 2.98514 0.075 0.075 -0.186 0.0628
H -2.42943 0.80791 -2.94449 -0.109 0.040 -0.022 0.0749
H -2.34312 -2.98861 -5.37030 -0.003 0.011 -0.001 0.0141
H -0.42979 -0.33865 2.01015 -0.233 0.021 -0.032 0.0658
H -0.54580 -0.30264 -1.92627 0.111 0.097 0.003 0.0859
H 2.79202 3.69294 -1.96559 -0.041 -0.005 -0.073 0.0648
H 2.20408 0.99300 0.46164 0.164 -0.166 -0.086 0.1257
H -1.71145 -5.21580 7.36224 -0.049 0.053 0.033 0.0751
H 1.32751 -1.52699 0.85604 0.173 0.049 -0.095 0.1252
H -4.05803 -3.92963 2.82434 0.005 -0.090 -0.111 0.0669
H -0.78979 -5.79714 5.29567 -0.179 -0.069 0.028 0.1213
H 0.54445 4.13916 -0.05252 0.057 0.036 -0.091 0.0722
H -5.26573 -4.19980 4.06572 0.002 0.023 -0.024 0.0679
H 0.87857 -3.87296 0.54593 0.014 -0.174 0.018 0.0320
H -3.68789 -4.86756 5.51877 0.196 0.069 0.049 0.0979
H -0.78767 -4.44417 0.44282 0.027 -0.146 0.219 0.0228
H -0.78070 -3.73162 7.24965 0.012 0.050 -0.031 0.0705
H 7.57554 1.22201 -0.61881 0.002 -0.002 0.007 0.0089
H -3.23871 -6.20714 4.49135 0.111 -0.004 -0.078 0.0973
H 1.04979 2.94396 1.14468 -0.081 -0.005 -0.027 0.0657
H -1.36235 3.20908 0.02932 0.090 -0.083 -0.015 0.0728
H 2.08281 0.29167 -1.14691 -0.027 0.080 -0.128 0.1172
H -1.32833 -1.84903 0.80076 -0.062 0.018 -0.080 0.0934
H 1.32705 9.88962 -1.91478 0.006 -0.005 -0.002 -0.0351
H -2.60762 1.99487 -0.19854 0.013 -0.087 -0.053 0.0858
H 0.56575 1.07786 1.95958 -0.101 0.084 0.052 0.0747
H -1.03123 -2.48194 -0.79994 0.112 -0.011 -0.066 0.0880
H 1.59394 -3.60032 -3.23738 -0.038 -0.038 0.008 -0.0379
H -0.17799 -4.17298 5.10166 -0.049 -0.062 -0.074 0.0759
H 3.55023 2.34299 -1.09626 0.036 0.076 -0.030 0.0307
H 0.21039 6.40694 -3.86997 0.002 -0.021 0.020 0.0125
H 1.12536 -1.57785 -0.92079 0.290 -0.073 0.150 0.0975
H 3.34819 -5.08474 3.39243 0.045 0.063 -0.046 0.0125
```
Positions in Å, forces in eV/Å.

The value obtained for the HOMO energy (alpha / beta) is -8.24 / -8.56 eV. The multiplicity is 2. The HOMO-LUMO gap (alpha / beta) comes out at 0.307 / 0.319 Ha. As for the max |F|: 1.2 eV/Å.

Molecular formula: C3H3N2
Method: DFT, ωB97M-V/def2-TZVPD

The geometry in XYZ format:
```
8
Properties=species:S:1:pos:R:3:forces:R:3:lowdin_charge:R:1
N -0.45013 0.28412 -0.04448 1.941 -0.790 -0.115 0.1165
N 3.11216 -0.10236 0.16010 0.533 -0.038 0.000 0.2931
C -1.58518 0.80239 0.02994 -1.659 0.826 0.128 0.2001
C 1.97284 -0.16074 0.01534 0.001 0.243 0.021 -0.1488
C 0.61732 -0.26081 -0.09611 -0.953 -0.732 0.031 0.0326
H -2.08363 0.88443 0.98960 0.074 -0.115 0.128 0.1390
H 0.48524 -2.65602 -0.20398 -0.028 0.673 0.001 0.2298
H -2.06862 1.20899 -0.85041 0.090 -0.068 -0.194 0.1377
```
Positions in Å, forces in eV/Å.

The value obtained for the HOMO energy (alpha / beta) is -16.05 / -15.92 eV. The HOMO-LUMO gap (alpha / beta) comes out at 0.284 / 0.344 Ha. Its net charge is +1. The energy relative to the best compared isomer or geometry (same formula, charge and spin) comes out at 99.03 kcal/mol. As for the max |F|: 2.1 eV/Å.